Molecular formula: C5H13NO2
Method: DFT, wB97M-V/def2-TZVPD

Computed properties:
SMILES   C=NCCCCO.O
HOMO   -9.7 eV
Frontier orbital gap   10.59 eV

```
21
Properties=species:S:1:pos:R:3:forces:R:3:nbo_charge:R:1
C -4.00900 0.81396 0.49045 -0.75 -0.17 -0.06 -0.05
N -3.00956 0.05597 0.45193 0.32 0.53 0.06 -0.39
C -1.68126 0.60230 0.74806 0.22 -1.11 -0.32 -0.26
C -0.76472 -0.58757 1.14594 -0.97 1.05 0.96 -0.40
C 0.71457 -0.36090 0.75738 -0.44 -0.24 1.25 -0.45
C 1.23395 -1.44281 -0.16148 -1.00 0.03 -1.88 -0.06
O 1.73677 -0.85307 -1.40530 0.59 0.11 0.81 -0.74
H -4.97631 0.37089 0.25499 -0.02 0.03 -0.03 0.17
H -4.05208 1.88125 0.73601 0.47 0.00 0.10 0.14
H -1.69986 1.39652 1.49599 -0.05 0.03 0.11 0.18
H -1.25213 1.02104 -0.16445 -0.25 0.08 -0.15 0.20
H -1.24835 -1.49267 0.81061 0.26 -0.25 -1.13 0.22
H -0.93351 -0.78284 2.22521 0.66 0.55 -0.16 0.20
H 1.16986 -0.27928 1.74800 0.89 -0.22 -0.44 0.22
H 0.90257 0.59171 0.25760 -0.36 0.01 0.02 0.23
H 0.35136 -1.95448 -0.56902 0.12 -0.50 0.83 0.16
H 1.92534 -2.16583 0.25776 0.27 0.09 0.13 0.17
H 1.50613 -1.47794 -2.09402 0.12 0.02 -0.15 0.47
O 4.64472 1.81902 -2.08429 0.17 0.08 -0.09 -0.96
H 4.03038 1.07586 -2.21472 0.67 0.29 -0.22 0.49
H 5.41115 1.76888 -2.68667 -0.90 -0.40 0.35 0.47
```
Positions in Å, forces in eV/Å.

Molecular formula: C5H13NO2
Method: DFT, wB97M-V/def2-TZVPD

Computed properties:
SMILES   CN[C@H](C)CC=O.O
HOMO   -9.0 eV
Frontier orbital gap   9.61 eV

```
21
Properties=species:S:1:pos:R:3:forces:R:3:nbo_charge:R:1
C 1.82202 -1.11728 0.54202 0.96 -0.29 1.02 -0.43
N 1.31564 0.07940 -0.10589 -0.92 -0.80 -0.50 -0.63
C 0.05774 0.62640 0.47478 0.57 -1.06 -0.23 -0.04
C -1.03462 -0.38901 0.88937 0.07 0.29 0.75 -0.64
C -0.47661 1.57351 -0.58013 0.94 0.23 0.16 -0.54
C -1.30526 2.70319 -0.05335 -0.40 -0.58 0.06 0.45
O -1.39362 2.94108 1.12386 -0.07 0.24 -0.08 -0.52
H 1.37917 -1.32485 1.51585 -0.11 0.40 0.17 0.19
H 2.89312 -1.01660 0.71975 0.12 0.09 0.08 0.20
H 1.75222 -2.08642 0.04323 -0.28 0.18 -0.61 0.17
H 1.08887 -0.19793 -1.05532 0.15 0.15 -0.16 0.36
H 0.40170 1.11517 1.38244 -0.30 0.48 -0.07 0.21
H -0.74761 -1.44013 0.93825 0.26 0.09 -0.23 0.20
H -1.26854 -0.12718 1.92238 -0.47 -0.13 -0.04 0.22
H -1.94155 -0.32141 0.29184 0.02 0.04 -0.07 0.21
H 0.41334 2.01725 -1.03318 0.08 0.43 -0.10 0.25
H -0.89782 0.99748 -1.40606 -0.53 0.15 0.08 0.23
H -1.86586 3.29836 -0.79762 0.10 0.14 -0.01 0.11
O -0.08228 -2.10148 -1.74929 -0.16 0.30 -0.49 -0.95
H 0.14047 -2.30773 -0.84041 -0.08 -0.31 0.04 0.48
H -0.25050 -2.92183 -2.22252 0.06 -0.04 0.24 0.48
```
Positions in Å, forces in eV/Å.

Molecular formula: C5H13NO2
Method: DFT, wB97M-V/def2-TZVPD

Computed properties:
SMILES   C=N/C=C/CC.O.O
HOMO   -8.2 eV
Frontier orbital gap   8.92 eV

```
21
Properties=species:S:1:pos:R:3:forces:R:3:nbo_charge:R:1
C 0.98242 -0.97250 2.78875 -0.78 -0.20 0.42 -0.03
N 0.38282 -1.42567 1.78510 -0.38 -0.53 -0.33 -0.40
C -0.00933 -0.94192 0.54704 1.27 0.69 0.43 -0.02
C 0.78969 -0.36623 -0.34877 -0.63 -0.32 -0.91 -0.21
C 0.32356 -0.15902 -1.78573 -0.35 1.03 0.99 -0.44
C 1.44820 0.31653 -2.70144 -0.85 0.46 -1.02 -0.61
H 1.06590 -1.71570 3.56467 0.56 -0.14 0.51 0.16
H 1.26069 0.03743 3.09954 0.02 0.31 -0.77 0.16
H -1.00295 -1.24164 0.25612 0.20 -0.16 0.11 0.15
H 1.80342 -0.04302 -0.15638 0.06 -0.22 0.41 0.20
H -0.25392 -1.00020 -2.16891 0.54 -0.37 -0.12 0.21
H -0.46498 0.60656 -1.72914 0.28 0.23 -0.12 0.20
H 1.80368 -0.48566 -3.33676 0.40 -0.13 0.06 0.21
H 2.26691 0.84459 -2.22842 0.22 -0.37 0.55 0.21
H 1.06702 1.08938 -3.37912 -0.13 -0.25 -0.14 0.21
O -0.52929 3.00639 2.23282 -0.20 1.51 -0.26 -0.92
H -1.31598 3.54917 2.06407 -0.53 -0.87 0.08 0.46
H 0.06465 3.77229 2.18021 0.74 -0.65 0.18 0.46
O -3.37727 -1.78606 0.10415 0.12 0.15 -0.24 -0.92
H -3.78179 -1.73492 -0.76849 -0.09 -0.06 0.06 0.47
H -2.52345 -1.34981 -0.01933 -0.48 -0.10 0.10 0.46
```
Positions in Å, forces in eV/Å.